Entry 1:
13 unconnected molecules or ions with the total composition C20H56BO20 at a distorted geometry. Source: the OMol25 dataset; level of theory: ωB97M-V/def2-TZVPD.

CARTESIAN COORDINATES (ANGSTROEM)
O 3.37098 -1.73637 -1.05391
C 2.61280 -0.94472 -0.60737
O 1.31541 -1.02476 -0.44974
B 0.82195 0.20662 0.18818
O 2.01443 1.03652 0.42453
C 3.07574 0.41025 -0.02253
O 4.19748 0.72882 0.15231
O 0.07010 -0.04237 1.42139
C -1.15035 0.36052 1.28472
O -2.02691 0.28718 2.08185
C -1.24716 1.10991 -0.06257
O -0.11313 0.93227 -0.69631
O -2.22170 1.67760 -0.48267
C -5.21178 2.97038 -2.52842
C -4.10067 2.09970 -3.10942
O -2.82914 2.71317 -3.06848
H -6.19101 2.50065 -2.62944
H -5.22602 3.91301 -3.08040
H -5.00685 3.19254 -1.48037
H -4.35206 1.89508 -4.15626
H -4.08936 1.13377 -2.59068
H -2.42694 2.43936 -2.21480
C -3.06711 -3.13745 0.68795
C -2.49257 -4.39630 0.09579
O -3.52181 -5.37300 -0.04161
H -3.58080 -3.39399 1.61935
H -3.81994 -2.70138 0.02921
H -2.30750 -2.39021 0.91688
H -1.71119 -4.79406 0.75288
H -2.01790 -4.13282 -0.84832
H -3.46468 -5.73576 -0.93001
C 2.23939 -3.50439 2.01970
C 3.67690 -3.76641 1.59863
O 4.37251 -4.49855 2.62504
H 1.75086 -4.46047 2.20566
H 1.70140 -2.97946 1.22925
H 2.26620 -2.89195 2.92030
H 4.25174 -2.87041 1.36889
H 3.71950 -4.32150 0.64917
H 4.10630 -5.41994 2.58696
C 1.54092 4.03972 2.37144
C 0.24110 3.76940 3.12934
O 0.21399 2.44561 3.68417
H 2.39796 4.09655 3.04146
H 1.43114 4.99838 1.85478
H 1.73704 3.30286 1.59429
H -0.59718 3.93676 2.44403
H 0.17385 4.50999 3.93826
H -0.61734 2.01778 3.46722
C -1.65206 -0.46686 -3.55465
C -0.42524 -1.30227 -3.46098
O -0.60603 -2.47112 -4.26899
H -2.53610 -0.98269 -3.17258
H -1.81627 -0.16746 -4.58990
H -1.55386 0.45340 -2.98302
H -0.20124 -1.59370 -2.42454
H 0.45314 -0.73600 -3.79518
H 0.22871 -2.95016 -4.26547
C 1.45515 1.04555 -3.66894
C 2.22654 2.23699 -3.13524
O 3.57432 2.12777 -3.57421
H 0.37696 1.16553 -3.56727
H 1.72980 0.16517 -3.07786
H 1.69595 0.89115 -4.71780
H 2.14316 2.31854 -2.05013
H 1.74678 3.10473 -3.61190
H 3.98895 2.98177 -3.41307
C -5.40838 0.22442 0.00651
C -6.41292 -0.57213 0.81482
O -7.76531 -0.11343 0.61617
H -5.55343 0.13125 -1.06964
H -4.39221 -0.11701 0.23646
H -5.43797 1.28866 0.25426
H -6.09700 -0.57381 1.85807
H -6.38654 -1.60682 0.45477
H -8.03041 0.40028 1.38316
C 6.68670 -0.28570 2.36954
C 5.84142 -1.28560 3.11745
O 6.19352 -1.24679 4.51694
H 7.71863 -0.62528 2.27353
H 6.74001 0.62371 2.97210
H 6.22457 -0.11150 1.40136
H 6.02883 -2.29475 2.72631
H 4.77770 -1.06950 2.95778
H 5.52593 -1.73509 5.00831
O -4.08898 0.12753 4.10678
H -3.30065 0.09213 3.53844
H -4.46624 -0.75686 4.05162
O -3.25674 3.94771 1.38854
H -3.25742 3.16372 0.81905
H -3.02675 3.61057 2.26151
O 4.34502 3.63356 -0.01840
H 5.11068 3.80165 0.53899
H 4.07493 2.72215 0.20589
O 5.60767 -1.89580 -2.97997
H 4.93245 -2.03093 -2.29653
H 6.33572 -1.47476 -2.51243

Values from the calculation:
E_HOMO, hartree: -0.289
Gap between HOMO and LUMO, eV: 10.0
Total charge: -1
LUMO energy, eV: 2.10

---

Entry 2:
2 unconnected molecules or ions with the total composition CH4OS3 at a distorted geometry. Source: the OMol25 dataset; level of theory: ωB97M-V/def2-TZVPD.

CARTESIAN COORDINATES (ANGSTROEM)
C -1.14122 -1.74552 0.13808
O 0.49135 2.41723 1.02889
S 2.07530 -0.01621 0.59760
S -0.63593 0.99494 -1.18836
S 0.90572 1.46479 0.03191
H -1.23204 -1.01691 0.90172
H -0.25559 -2.23491 -0.09241
H -1.94172 -2.03714 -0.44170
H 1.73412 2.17373 -0.97572

Values from the calculation:
ΔE to the lowest compared entry with this formula, charge and spin, eV: 4.606
E_HOMO (alpha / beta), hartree: -0.324 / -0.324
Gap between HOMO and LUMO (alpha / beta), eV: 5.5 / 5.5
Total charge: 0
LUMO energy (alpha / beta), eV: -3.34 / -3.34

---

Entry 3:
A single C5H7N molecule. Source: the OMol25 dataset; level of theory: ωB97M-V/def2-TZVPD.

CARTESIAN COORDINATES (ANGSTROEM)
C 3.16298 0.05983 -0.21465
C 2.06546 0.52162 -0.38281
C 0.71259 1.05874 -0.56912
N -0.15865 0.50782 0.44782
C -1.09724 -0.23776 0.04979
C -1.96761 -0.92016 1.04531
H 4.14522 -0.32545 -0.05516
H 0.71690 2.14405 -0.42644
H 0.37398 0.83729 -1.59688
H -1.27615 -0.43338 -1.02052
H -1.62692 -0.62884 2.04151
H -3.01812 -0.64990 0.90371
H -1.86795 -2.00382 0.92236

Values from the calculation:
ΔE to the lowest compared entry with this formula, charge and spin, eV: 2.490
E_HOMO, hartree: -0.362
Gap between HOMO and LUMO, eV: 11.0
Structure (SMILES): C#CC/N=C/C
Total charge: 0
LUMO energy, eV: 1.15

---

Entry 4:
4 unconnected molecules or ions with the total composition C28H63N12O4P3S2 at a distorted geometry. Source: the OMol25 dataset; level of theory: ωB97M-V/def2-TZVPD.

CARTESIAN COORDINATES (ANGSTROEM)
C -0.36096 2.72140 2.60359
C -0.13141 4.29065 2.17770
O -0.28203 5.16303 3.36170
C -1.05373 4.79369 0.91465
C -2.41048 3.87057 0.74358
C -2.61331 2.99997 -0.63547
C -3.94324 2.04687 -0.79509
C -5.02760 2.00140 0.43367
N -6.31623 1.23544 0.63734
S -7.04760 1.63574 2.18476
N -5.91893 2.78751 2.88269
C -4.85679 2.88774 1.80232
C -3.52382 3.83214 1.95024
N -3.30551 4.65637 3.20150
C -4.28379 5.65104 3.31922
S -5.88248 6.31622 3.39843
H -1.35488 2.53617 3.23006
H -0.45442 2.07467 1.62153
H 0.53010 2.34316 3.27214
H 1.00483 4.38673 1.84606
H -0.58858 6.08478 3.05461
H -1.32386 5.94393 1.00725
H -0.36613 4.71687 -0.05733
H -1.78910 3.09199 -1.46993
H -4.15847 1.40514 -1.75156
O -4.47501 -1.45437 -2.34443
P -4.61629 -2.85275 -1.69496
N -3.75841 -2.36525 -0.31947
C -2.43366 -2.75589 0.10551
C -4.34307 -1.32974 0.52420
N -3.54918 -3.60314 -2.82247
C -2.33180 -4.33270 -2.50381
C -3.38014 -2.96135 -4.13062
N -4.77872 -4.46039 -0.94831
C -5.67398 -5.30211 -1.77581
C -5.31542 -4.54130 0.41925
H -2.30994 -3.83886 0.11001
H -2.21743 -2.45779 1.13889
H -1.66652 -2.30162 -0.52745
H -5.10519 -1.76199 1.17944
H -4.82440 -0.54644 -0.06958
H -3.60750 -0.82473 1.16007
H -1.49524 -3.65938 -2.29911
H -2.03366 -4.97595 -3.34143
H -2.45485 -5.02116 -1.66495
H -2.70469 -2.10105 -4.06594
H -4.34376 -2.62768 -4.53036
H -2.97324 -3.65659 -4.87391
H -6.69147 -4.89783 -1.78967
H -5.70666 -6.33006 -1.39937
H -5.33252 -5.36848 -2.81352
H -6.25650 -3.99018 0.51170
H -4.61207 -4.15908 1.16542
H -5.48920 -5.58198 0.71494
O 1.33908 -5.61770 -1.51924
P 1.57497 -7.12891 -1.27877
N 3.08439 -6.84019 -0.56892
C 4.39962 -7.13781 -1.08834
C 3.12385 -6.09386 0.68300
N 1.76715 -7.47596 -2.95677
C 2.92620 -8.09288 -3.58276
C 1.15362 -6.55273 -3.91747
N 1.84615 -8.86628 -1.00231
C 0.61912 -9.62008 -1.35004
C 2.20754 -9.30679 0.35421
H 4.48041 -8.17129 -1.42529
H 5.18465 -7.04234 -0.32801
H 4.66188 -6.46317 -1.90784
H 2.87912 -6.75130 1.52258
H 2.40257 -5.27072 0.68755
H 4.10247 -5.64574 0.88772
H 3.73845 -7.37643 -3.73126
H 2.66581 -8.49781 -4.56891
H 3.30206 -8.95491 -3.02738
H 1.75720 -5.64615 -4.03721
H 0.14503 -6.26891 -3.59827
H 1.03551 -7.01410 -4.90469
H -0.20639 -9.35745 -0.68037
H 0.79132 -10.70014 -1.29291
H 0.28890 -9.41804 -2.37375
H 1.50911 -8.91484 1.10021
H 3.22189 -9.00532 0.63306
H 2.21781 -10.40017 0.42534
O 3.14569 5.91094 0.93437
P 3.12077 7.41708 1.29238
N 4.15838 7.79897 0.01053
C 5.53627 8.23153 0.06069
C 3.68380 7.57154 -1.34922
N 4.02776 7.19784 2.74234
C 5.28959 7.84003 3.07585
C 3.99813 5.87235 3.36996
N 3.09211 9.14860 1.70395
C 2.10136 9.38517 2.77967
C 2.75750 10.11062 0.64218
H 5.67652 9.06648 0.74722
H 5.89304 8.61509 -0.90319
H 6.19788 7.40844 0.34406
H 3.02998 8.39070 -1.66309
H 3.11027 6.64281 -1.42877
H 4.49451 7.49552 -2.08229
H 6.13601 7.35624 2.58126
H 5.47526 7.79431 4.15645
H 5.29849 8.90749 2.84510
H 4.66215 5.17262 2.85037
H 2.98214 5.46314 3.37260
H 4.30573 5.91439 4.42116
H 1.08603 9.16461 2.43417
H 2.13907 10.42275 3.12819
H 2.29219 8.76153 3.65859
H 1.83063 9.83340 0.13034
H 3.55401 10.20175 -0.10269
H 2.64424 11.12260 1.04678

Values from the calculation:
ΔE to the lowest compared entry with this formula, charge and spin, eV: 6.742
E_HOMO, hartree: -0.275
Gap between HOMO and LUMO, eV: 6.0
Total charge: 0
LUMO energy, eV: -1.50

---

Entry 5:
A molecular structure, C34H44N8OPSZr. Source: the OMol25 dataset; level of theory: ωB97M-V/def2-TZVPD.

CARTESIAN COORDINATES (ANGSTROEM)
Zr 0.73934 -1.38181 -0.24805
C -1.94908 -2.66334 -1.71995
C -1.86406 -3.26965 -0.35150
C -2.77793 -4.22624 0.07101
C -2.66072 -4.76265 1.33769
C -1.64640 -4.31571 2.17538
C -0.76867 -3.36062 1.70863
N -0.86567 -2.86564 0.45169
C 0.33507 -2.80890 2.52161
C 0.51362 -3.07770 3.86891
C 1.58943 -2.50444 4.52889
C 2.47400 -1.69547 3.83234
C 2.25208 -1.47728 2.48374
N 1.18456 -2.00380 1.86004
C 3.13157 -0.64584 1.63547
C 4.42482 -0.33062 1.98684
C 5.17095 0.47357 1.13111
C 4.59215 0.94716 -0.02931
C 3.29206 0.57412 -0.34772
C 2.63754 1.05032 -1.60973
N 2.58895 -0.23499 0.46309
H -2.95483 -2.76059 -2.12349
H -1.26499 -3.16377 -2.40761
H -1.71593 -1.59184 -1.69420
H -3.56593 -4.54272 -0.59817
H -3.35526 -5.51817 1.68035
H -1.54877 -4.72250 3.17055
H -0.17500 -3.71231 4.40571
H 1.73944 -2.69047 5.58415
H 3.31476 -1.24244 4.33648
H 4.85972 -0.70714 2.90074
H 6.19250 0.73047 1.37856
H 5.13795 1.59699 -0.69948
H 2.95850 2.06573 -1.83879
H 1.54535 1.07318 -1.51555
H 2.92096 0.42436 -2.45867
C 3.59613 -2.78669 -5.61842
C 2.70117 -2.41501 -4.49545
C 1.61091 -1.52925 -4.69471
C 0.85359 -1.19887 -3.61578
N 1.10675 -1.73515 -2.39217
C 2.13690 -2.62473 -2.29606
S 2.32067 -3.33288 -0.72078
N 2.94439 -2.93644 -3.29455
H 3.01415 -3.26731 -6.40857
H 4.37816 -3.45910 -5.28019
H 4.03962 -1.89141 -6.05991
H 1.39605 -1.12819 -5.67481
H 0.01545 -0.51548 -3.68507
O -0.56015 0.04010 0.33479
P -1.07952 1.51719 0.36343
N -2.68560 1.35749 0.51452
C -3.65263 2.47014 0.37087
C -4.96820 1.73088 0.18571
C -4.83052 0.57707 1.18006
C -3.35807 0.16002 1.07933
N -0.73481 2.29875 -1.02303
C -1.47966 2.05506 -2.27062
C -0.52746 2.57279 -3.34768
C 0.27382 3.70195 -2.66803
C -0.00760 3.58160 -1.15970
N -0.23390 2.27227 1.53798
C 0.28359 1.54867 2.72913
C -0.04500 2.45369 3.93036
C -1.12052 3.40824 3.41010
C -0.69736 3.61971 1.96591
H -3.38119 3.11656 -0.46319
H -3.68320 3.07559 1.28129
H -5.04728 1.35865 -0.83764
H -5.83000 2.36274 0.38701
H -5.50084 -0.25257 0.96655
H -5.05068 0.92958 2.18811
H -3.21870 -0.68479 0.40029
H -2.94498 -0.11183 2.05301
H -2.42142 2.60910 -2.28736
H -1.71969 0.99396 -2.37252
H -1.07001 2.91572 -4.22559
H 0.14715 1.77840 -3.67355
H -0.02656 4.68260 -3.02903
H 1.33674 3.60318 -2.88075
H -0.63580 4.40947 -0.82626
H 0.89227 3.57001 -0.54762
H 1.36026 1.39923 2.62632
H -0.19168 0.56921 2.81868
H 0.83915 3.01471 4.23192
H -0.37852 1.87671 4.79041
H -1.17181 4.33777 3.97257
H -2.10562 2.93557 3.44308
H 0.13196 4.32615 1.89365
H -1.50192 3.97993 1.32325

Values from the calculation:
ΔE to the lowest compared entry with this formula, charge and spin, eV: 0.000
E_HOMO, hartree: -0.610
Gap between HOMO and LUMO, eV: 7.6
Total charge: +3
LUMO energy, eV: -9.00

---

The lowest total charge belongs to which entry? C20H56BO20